(w)
Here is a structure of composition C3HCl3O from the OMol25 dataset. Energies are from wB97M-V/def2-TZVPD.

Geometry (Å):
1 C 0.21914 0.67961 1.02967
2 C -0.00548 -0.51643 -1.13842
3 C -0.56879 -0.24432 0.04563
4 O -0.22514 1.05074 2.04372
5 Cl -0.64341 -1.58757 -2.28260
6 Cl -1.98557 -0.90574 0.70201
7 Cl 2.28827 1.55253 1.01116
8 H 0.92098 -0.02882 -1.41116

Output
Lowest unoccupied orbital energy, eV: -1.13
Kohn-Sham gap, eV: 9.508



(x)
Here is an isolated molecule of C3HCl3O from the OMol25 dataset. Energies are from wB97M-V/def2-TZVPD.

Geometry (Å):
1 O 0.66977 -0.50857 -1.99041
2 C 0.74860 -0.52228 -0.81398
3 Cl 1.59900 -1.88507 0.07788
4 C 0.19164 0.37677 0.18472
5 Cl 1.47981 1.02967 1.11680
6 C -1.13826 0.46783 0.29069
7 Cl -1.89096 1.35387 1.42730
8 H -1.65959 -0.31222 -0.29299

Output
Lowest unoccupied orbital energy, eV: -0.14
SMILES string: O=C(Cl)/C(Cl)=C/Cl
Kohn-Sham gap, eV: 9.918



Order of stability, best first: (x), (w)



(w)
Here is a cluster of 2 separate species, C4H6N4O2S in total from the OMol25 dataset. Energies are from wB97M-V/def2-TZVPD.

Geometry (Å):
1 S 0.79260 -2.71932 -0.26920
2 N 1.43598 -1.44163 0.78221
3 N 2.69671 -1.15809 0.43233
4 C 2.84722 0.00778 -0.07958
5 C 1.51623 0.72522 -0.12428
6 O 0.62558 -0.19357 0.49189
7 H -0.14284 -3.34790 0.46369
8 H 3.78692 0.49419 -0.10427
9 H 1.55804 1.45833 0.68904
10 H 1.21531 1.10973 -1.10201
11 C -1.95188 -0.23391 0.41962
12 C -2.69882 -0.01666 -0.72093
13 O -3.27747 -1.21626 -0.97362
14 N -2.85203 -2.13374 -0.04436
15 N -2.01549 -1.57264 0.69700
16 H -1.14873 0.42652 0.80151
17 H -2.89874 0.82335 -1.37556

Output
Lowest unoccupied orbital energy, eV: 0.55
SMILES string: SN1N=CCO1.c1conn1
Kohn-Sham gap, eV: 9.733



(x)
Here is a cluster of 2 separate species, C4H6N4O2S in total from the OMol25 dataset. Energies are from wB97M-V/def2-TZVPD.

Geometry (Å):
1 S 0.29904 -1.08602 -0.23662
2 N 1.71141 -0.39635 0.35597
3 N 2.81981 -0.86816 -0.28626
4 C 3.69359 0.05746 -0.47624
5 C 3.17290 1.34555 0.14647
6 O 1.81086 1.07381 0.45182
7 H -0.30570 -1.32620 1.07121
8 H 4.64258 -0.10001 -0.91775
9 H 3.70727 1.42209 1.09439
10 H 3.22048 2.35124 -0.26724
11 C -3.93939 -0.06922 0.50266
12 C -3.32133 0.18187 -0.67341
13 O -2.95776 -0.96465 -1.24709
14 N -3.34184 -1.94079 -0.36310
15 N -3.96951 -1.44434 0.60069
16 H -4.41179 0.66745 1.16868
17 H -2.83061 1.09629 -0.92419

Output
Lowest unoccupied orbital energy, eV: 0.77
SMILES string: SN1N=CCO1.c1conn1
Kohn-Sham gap, eV: 9.279



Order of stability, best first: (x), (w)



(w)
Here is a cluster of 3 separate species, C3H12O2S2 in total from the OMol25 dataset. Energies are from wB97M-V/def2-TZVPD.

Geometry (Å):
1 C 1.07218 -2.01734 -0.58347
2 C -0.48197 -2.08190 -0.61502
3 S -1.19694 -0.67538 0.60323
4 S 0.23730 -1.08088 1.97391
5 C 1.41580 0.08920 1.37916
6 H 1.68368 -2.01521 0.42042
7 H 1.48784 -3.02840 -0.86754
8 H 1.40861 -1.27537 -1.26033
9 H -1.06327 -2.88505 -0.34073
10 H -0.97237 -1.75263 -1.49830
11 H 1.10740 0.41220 0.36138
12 H 2.33136 -0.26379 0.93151
13 H 1.58743 0.99362 1.95472
14 O -0.00213 1.38610 -1.80428
15 H 0.70022 0.89137 -2.35155
16 H 0.21844 1.42824 -0.87603
17 O -0.43015 4.86835 -2.35432
18 H -0.68851 4.16322 -2.81252
19 H -1.02445 5.45668 -2.71050

Output
Lowest unoccupied orbital energy, eV: 0.61
SMILES string: CCSSC.O.O
Kohn-Sham gap, eV: 9.451



(x)
Here is a cluster of 3 separate species, C3H12O2S2 in total from the OMol25 dataset. Energies are from wB97M-V/def2-TZVPD.

Geometry (Å):
1 C -1.42189 0.00997 -1.06784
2 C -1.39527 -0.69876 0.30085
3 C -1.75685 0.11326 1.52254
4 S -1.36604 1.88470 1.45648
5 S 0.76258 1.96693 1.35613
6 H -0.98058 -0.69138 -1.78177
7 H -2.45829 0.01585 -1.42372
8 H -0.97180 0.99160 -1.11245
9 H -0.39488 -1.14529 0.30265
10 H -1.96780 -1.63242 0.31751
11 H -1.25729 -0.23968 2.42260
12 H -2.82128 0.18355 1.63771
13 H 1.02699 3.25657 1.54947
14 O 3.36156 0.39186 -1.93248
15 H 3.37808 1.03972 -1.22565
16 H 2.46661 0.25941 -2.25130
17 O 1.83674 -2.00107 0.29751
18 H 1.54275 -1.18502 -0.10797
19 H 2.41667 -2.51981 -0.26027

Output
Lowest unoccupied orbital energy, eV: 0.21
SMILES string: CCCSS.O.O
Kohn-Sham gap, eV: 8.586



Order of stability, best first: (x), (w)



(w)
Here is a cluster of 8 separate species, C20H60N12O8 in total from the OMol25 dataset. Energies are from wB97M-V/def2-TZVPD.

Geometry (Å):
1 C -3.40507 -8.68371 -14.33422
2 O -2.04727 -8.55347 -14.68220
3 C -1.51271 -9.68689 -15.30417
4 C -0.07988 -9.41422 -15.72046
5 C 0.06559 -8.19475 -16.61890
6 N 0.42092 -10.62793 -16.34850
7 H -3.82122 -7.68349 -14.24716
8 H -3.51648 -9.33735 -13.46180
9 H -4.01553 -9.18472 -15.10024
10 H -1.49781 -10.57065 -14.65153
11 H -2.07683 -9.94360 -16.21731
12 H 0.51947 -9.26575 -14.81701
13 H 1.12770 -7.98229 -16.78271
14 H -0.27000 -7.28321 -16.10945
15 H -0.42177 -8.29418 -17.58715
16 H 1.35055 -10.64659 -16.73570
17 H -0.19186 -11.02850 -17.04735
18 C -7.63614 -12.40572 -18.39692
19 O -6.75645 -13.43891 -18.02412
20 C -6.96281 -13.83292 -16.66910
21 C -5.85876 -14.78420 -16.27228
22 C -6.13692 -16.18140 -16.82186
23 N -5.70586 -14.77593 -14.80304
24 H -8.68901 -12.70723 -18.34425
25 H -7.44432 -12.19376 -19.45178
26 H -7.45282 -11.49054 -17.82538
27 H -6.96800 -12.92877 -16.04435
28 H -7.95134 -14.31010 -16.60369
29 H -4.91133 -14.47852 -16.72051
30 H -6.56208 -16.15504 -17.83152
31 H -6.83732 -16.75403 -16.20706
32 H -5.24832 -16.80306 -16.96909
33 H -6.62437 -14.84025 -14.36765
34 H -5.24740 -15.64214 -14.53509
35 C -0.91208 -7.48576 -20.57710
36 O -1.74562 -6.62813 -21.33641
37 C -3.06438 -7.14145 -21.35987
38 C -4.02565 -6.15917 -21.99348
39 C -5.35757 -6.84229 -22.24392
40 N -3.46154 -5.67741 -23.24775
41 H -0.63614 -8.33718 -21.21422
42 H -1.38814 -7.84247 -19.66346
43 H 0.01733 -6.96788 -20.34438
44 H -3.04390 -8.02811 -22.01834
45 H -3.38463 -7.47537 -20.37052
46 H -4.20072 -5.34347 -21.27324
47 H -5.24434 -7.70676 -22.90430
48 H -6.05522 -6.14760 -22.71575
49 H -5.85300 -7.24886 -21.35591
50 H -3.83389 -4.79326 -23.56248
51 H -2.46384 -5.56233 -23.10561
52 C -11.68289 -9.13382 -16.69541
53 O -10.52350 -9.15354 -17.50913
54 C -10.64741 -10.02698 -18.60320
55 C -9.56252 -9.73202 -19.62393
56 C -9.52305 -8.25828 -20.05373
57 N -9.72975 -10.64868 -20.75679
58 H -12.47057 -8.55335 -17.18833
59 H -11.42944 -8.67308 -15.74359
60 H -12.07330 -10.13745 -16.50253
61 H -10.59723 -11.08402 -18.32497
62 H -11.60659 -9.86202 -19.12342
63 H -8.59114 -10.01721 -19.20761
64 H -9.31272 -7.61383 -19.20268
65 H -10.45539 -8.01222 -20.56211
66 H -8.70018 -8.16851 -20.76626
67 H -8.88448 -10.69627 -21.31086
68 H -10.45642 -10.30495 -21.37813
69 N -5.66302 -11.87528 -13.77096
70 C -5.28116 -11.52859 -12.51042
71 N -4.62389 -12.51006 -11.80330
72 O -5.60645 -10.46952 -11.97320
73 H -6.44543 -11.33151 -14.10376
74 H -5.48026 -12.78366 -14.17764
75 H -4.54872 -12.35696 -10.81374
76 H -4.60982 -13.46315 -12.11727
77 N -4.85132 -10.42026 -17.20467
78 C -5.12242 -9.88419 -18.42716
79 N -6.28537 -9.15885 -18.47650
80 O -4.45541 -10.09749 -19.44043
81 H -5.62512 -10.40698 -16.55821
82 H -4.11693 -11.09897 -17.11924
83 H -6.73311 -8.91337 -17.60850
84 H -6.55353 -8.76413 -19.35670
85 N -8.74121 -8.19065 -15.25684
86 C -7.69026 -8.84001 -14.70441
87 N -7.17576 -8.35245 -13.53939
88 O -7.16747 -9.83277 -15.22790
89 H -9.14385 -8.52982 -16.11905
90 H -9.14857 -7.39199 -14.80677
91 H -6.59078 -8.94514 -12.95718
92 H -7.42195 -7.41748 -13.27179
93 N -2.00629 -11.18409 -20.26053
94 C -1.30504 -11.97311 -19.39143
95 N -2.17782 -12.60585 -18.50475
96 O -0.10799 -12.17689 -19.42533
97 H -2.98497 -10.98040 -20.07096
98 H -1.54073 -10.74849 -21.03245
99 H -1.85184 -13.27761 -17.83770
100 H -3.16442 -12.49676 -18.66302

Output
Lowest unoccupied orbital energy, eV: 0.30
SMILES string: COC[C@H](C)N.COC[C@H](C)N.COC[C@H](C)N.COC[C@H](C)N.NC(N)=O.NC(N)=O.NC(N)=O.NC(N)=O
Kohn-Sham gap, eV: 8.618



(x)
Here is a cluster of 8 separate species, C20H60N12O8 in total from the OMol25 dataset. Energies are from wB97M-V/def2-TZVPD.

Geometry (Å):
1 C 6.14544 -0.28216 -1.11592
2 O 4.78977 0.28379 -0.91139
3 C 4.72365 0.91579 0.30001
4 C 3.30069 0.74196 0.85982
5 C 3.07437 -0.70736 1.32360
6 N 2.32985 0.91387 -0.23881
7 H 6.26248 -0.49142 -2.17922
8 H 6.46677 -1.19307 -0.61086
9 H 6.82519 0.51221 -0.80768
10 H 5.43927 0.71530 1.09738
11 H 4.89875 1.98541 0.18448
12 H 3.09849 1.47417 1.64155
13 H 3.15338 -1.39181 0.47898
14 H 2.04018 -0.83953 1.64151
15 H 3.78113 -1.17195 2.01117
16 H 3.05049 0.64149 -0.89194
17 H 1.76972 0.08299 -0.36528
18 C -0.63355 0.95685 3.46403
19 O -0.55990 -0.41390 3.75197
20 C -1.44995 -0.90337 4.74146
21 C -1.25318 -2.37604 5.28921
22 C -1.94389 -3.34542 4.35855
23 N -1.75139 -2.42242 6.65900
24 H -1.51270 1.27833 2.90559
25 H 0.10481 1.04563 2.66713
26 H -0.46488 1.62846 4.30580
27 H -1.42722 -0.22840 5.59704
28 H -2.42932 -0.73284 4.29441
29 H -0.22775 -2.71513 5.14220
30 H -3.02294 -3.21090 4.28331
31 H -1.77596 -4.40476 4.55266
32 H -1.58573 -3.17472 3.34333
33 H -1.75075 -3.39983 6.91351
34 H -2.71882 -2.14144 6.58669
35 C -2.79663 1.80640 -3.47192
36 O -2.88346 2.33980 -2.16758
37 C -2.98450 3.79537 -2.18717
38 C -2.90907 4.29924 -0.66741
39 C -4.25288 3.89583 0.05572
40 N -2.86536 5.78831 -0.48922
41 H -2.57281 0.75361 -3.29979
42 H -1.95055 2.20059 -4.03483
43 H -3.65671 1.87520 -4.13797
44 H -2.14887 4.21534 -2.74703
45 H -3.79470 4.25602 -2.75239
46 H -2.03810 3.89417 -0.15221
47 H -4.27147 4.19890 1.10257
48 H -4.43371 2.82115 0.03441
49 H -5.07651 4.32514 -0.51475
50 H -1.95193 6.18972 -0.64612
51 H -3.38096 6.28897 -1.19886
52 C 1.41885 -1.82098 -2.61187
53 O 0.84828 -1.24911 -1.42071
54 C -0.39965 -0.51786 -1.60096
55 C -1.15773 -0.34931 -0.29693
56 C -1.26798 -1.54403 0.62364
57 N -2.51772 -0.03004 -0.51441
58 H 1.46355 -0.95388 -3.27085
59 H 0.79140 -2.56462 -3.10320
60 H 2.42869 -2.15723 -2.37677
61 H -0.16315 0.40934 -2.12293
62 H -1.10239 -1.10236 -2.19478
63 H -0.54753 0.40405 0.20127
64 H -0.25338 -1.91214 0.77585
65 H -1.75931 -2.37858 0.12342
66 H -1.66431 -1.30402 1.61026
67 H -2.59368 0.95464 -0.72591
68 H -3.05852 -0.26579 0.30539
69 N 0.44855 3.17616 0.59166
70 C 0.59728 3.76741 1.72793
71 N 1.85450 4.11761 1.82961
72 O -0.20865 4.11726 2.60694
73 H 1.23958 2.73084 0.14887
74 H -0.42810 2.68948 0.47025
75 H 2.24738 4.70492 2.55128
76 H 2.28472 3.98325 0.92575
77 N -6.18966 1.60575 2.56918
78 C -4.99124 1.18238 2.79163
79 N -4.82791 0.09605 2.10366
80 O -4.12229 1.70414 3.49585
81 H -6.87835 1.23106 1.93246
82 H -6.40321 2.40208 3.15257
83 H -5.52469 -0.53089 1.72745
84 H -3.91471 -0.29177 2.29276
85 N 3.50670 -3.26665 -6.78573
86 C 2.21320 -3.31554 -6.64895
87 N 1.76228 -2.28071 -6.06331
88 O 1.47534 -4.21691 -6.89285
89 H 3.81887 -2.39906 -6.37350
90 H 4.12807 -4.01006 -7.07092
91 H 0.77734 -2.29293 -5.84004
92 H 2.31536 -1.52174 -5.69161
93 N 3.76751 -5.78059 -1.92397
94 C 3.81665 -4.68866 -2.59152
95 N 4.25321 -3.63007 -1.94282
96 O 3.44069 -4.58712 -3.71782
97 H 4.33987 -5.95109 -1.10946
98 H 3.25015 -6.50809 -2.39639
99 H 4.58997 -3.74430 -0.99749
100 H 4.11784 -2.68430 -2.27037

Output
Lowest unoccupied orbital energy, eV: 0.22
SMILES string: COC[C@H](C)N.COC[C@H](C)N.COC[C@H](C)N.COC[C@H](C)N.NC(N)=O.NC(N)=O.NC(N)=O.NC(N)=O
Kohn-Sham gap, eV: 9.313



Order of stability, best first: (w), (x)



(w)
Here is a structure of composition CaH16O8 from the OMol25 dataset. Energies are from wB97M-V/def2-TZVPD.

Geometry (Å):
1 Ca 0.00728 -0.01862 0.16164
2 O 1.98007 -0.17871 1.47688
3 H 2.35137 -0.80042 2.12091
4 H 2.55994 0.59597 1.51677
5 O -1.05530 -0.75749 -2.02443
6 H -1.71577 -0.21167 -2.47638
7 H -1.41967 -1.65625 -2.03570
8 O -1.00117 2.00575 -0.84566
9 H -0.46062 2.77900 -1.07365
10 H -1.89317 2.23403 -1.14847
11 O -0.15517 1.75812 1.75829
12 H 0.23878 2.05524 2.59188
13 H -0.50519 2.55483 1.33771
14 O -0.38241 -2.23446 1.19070
15 H -1.20693 -2.63440 1.50369
16 H 0.16853 -2.97154 0.89072
17 O -2.25528 0.04638 1.02002
18 H -2.71527 -0.20783 1.83394
19 H -2.95036 0.07874 0.34674
20 O 1.41322 -1.84314 -0.90305
21 H 2.33193 -1.63148 -1.12234
22 H 1.23011 -2.66190 -1.38557
23 O 1.62488 1.10172 -1.25587
24 H 1.28088 1.15473 -2.16260
25 H 2.52930 1.44341 -1.31619

Output
Lowest unoccupied orbital energy, eV: -6.38
Total charge: +2
Kohn-Sham gap, eV: 12.598



(x)
Here is a structure of composition CaH16O8 from the OMol25 dataset. Energies are from wB97M-V/def2-TZVPD.

Geometry (Å):
1 Ca -0.03121 -0.02707 -0.07860
2 O 1.69090 1.05793 -1.38168
3 H 1.68561 2.01394 -1.54003
4 H 2.43566 0.73041 -1.90399
5 O 1.98069 -1.12965 0.51132
6 H 2.08458 -1.14561 1.47359
7 H 2.56344 -1.84035 0.20260
8 O -1.28770 0.94093 -1.99098
9 H -1.51132 0.88844 -2.93166
10 H -2.15550 1.04955 -1.57151
11 O -1.84676 -1.48088 -0.06495
12 H -1.65309 -2.34364 -0.46976
13 H -2.60575 -1.65528 0.51244
14 O 0.33335 -1.61525 -1.97039
15 H -0.42112 -1.97310 -2.46273
16 H 0.99889 -1.46401 -2.65757
17 O -1.59302 1.37946 0.91389
18 H -1.39117 1.36317 1.86474
19 H -2.49594 1.73002 0.86539
20 O 1.17096 1.78685 1.38602
21 H 1.96085 1.81888 1.94618
22 H 0.85732 2.70451 1.35168
23 O -0.28654 -0.79157 2.29365
24 H 0.21856 -0.41375 3.03343
25 H -0.70169 -1.58391 2.66893

Output
Lowest unoccupied orbital energy, eV: -6.36
Total charge: +2
Kohn-Sham gap, eV: 12.440



Order of stability, best first: (w), (x)



(w)
Here is a cluster of 2 separate species, C4H12N3 in total from the OMol25 dataset. Energies are from wB97M-V/def2-TZVPD.

Geometry (Å):
1 N -0.84958 0.20941 -0.87051
2 C -0.64593 -0.01153 -2.09809
3 N -1.41337 -0.77641 -2.96898
4 H -1.65716 -0.30140 -0.48581
5 H -0.18358 0.86405 -0.12105
6 H 0.22695 0.35837 -2.58312
7 H -0.97333 -1.47253 -3.57536
8 H -2.25051 -1.17938 -2.56212
9 N 0.72501 1.67842 0.71398
10 C 1.46079 0.63276 1.47828
11 C 0.28742 -1.61517 1.86972
12 C 0.49332 -0.29293 2.09450
13 H 1.42981 2.29559 0.30063
14 H 0.16963 2.22066 1.39442
15 H 2.04854 1.12033 2.27727
16 H 2.16075 0.11812 0.81038
17 H -0.50261 -2.12125 2.40679
18 H 0.94397 -2.19496 1.20675
19 H -0.22043 0.23367 2.74336

Output
Lowest unoccupied orbital energy, eV: -2.90
Total charge: +1
Kohn-Sham gap, eV: 10.615



(x)
Here is a cluster of 2 separate species, C4H12N3 in total from the OMol25 dataset. Energies are from wB97M-V/def2-TZVPD.

Geometry (Å):
1 C -0.14870 -0.94889 -1.25555
2 C 1.08961 -0.67159 -1.00558
3 C -1.66478 1.43918 0.23820
4 C 2.22516 -1.67048 -0.82244
5 N -0.48505 0.92785 0.10463
6 N -2.41028 1.81233 1.30448
7 N 0.23543 0.39182 1.18004
8 H -0.87206 -0.17025 -1.67429
9 H -0.46780 -1.94050 -1.14050
10 H 1.43104 0.31556 -1.20607
11 H -1.89970 1.75992 -0.73504
12 H 1.63160 -2.70065 -0.84604
13 H 2.81474 -1.39934 0.01512
14 H 2.87697 -1.78543 -1.76233
15 H -3.33358 2.22273 0.96738
16 H -2.16965 1.62338 2.26114
17 H 0.59425 1.13513 1.79055
18 H 0.97456 -0.19136 0.81052
19 H -0.42175 -0.14942 1.77575

Output
Lowest unoccupied orbital energy, eV: -3.68
Total charge: +1
Kohn-Sham gap, eV: 9.257



Order of stability, best first: (w), (x)